# 1
{"formula": "C26H29IrN4OS3", "method": "the ωB97M-V functional and the def2-TZVPD basis", "species": ["Ir", "C", "N", "C", "C", "N", "C", "C", "C", "C", "C", "C", "C", "S", "C", "C", "C", "C", "C", "C", "S", "H", "H", "H", "H", "H", "H", "H", "H", "H", "H", "H", "H", "H", "H", "H", "H", "H", "H", "C", "C", "O", "S", "C", "C", "C", "C", "C", "C", "C", "C", "H", "H", "H", "H", "H", "H", "H", "N", "N", "H", "H", "H", "H"], "positions_angstrom": [[1.050, -1.995, 0.546], [3.353, -2.904, -1.825], [3.163, -1.720, -0.965], [3.029, -0.496, -1.757], [1.744, -0.493, -2.555], [0.515, -0.648, -1.742], [-0.470, -1.436, -2.499], [0.003, 0.602, -1.273], [-0.963, 1.299, -1.979], [-1.443, 2.524, -1.530], [-0.940, 3.111, -0.374], [0.034, 2.448, 0.335], [0.487, 1.169, -0.063], [1.501, 0.358, 1.046], [4.213, -1.662, 0.024], [5.330, -0.850, -0.094], [6.311, -0.865, 0.892], [6.186, -1.702, 1.987], [5.072, -2.520, 2.109], [4.084, -2.498, 1.136], [2.634, -3.501, 1.328], [3.598, -3.763, -1.206], [4.164, -2.732, -2.540], [2.435, -3.133, -2.363], [3.860, -0.392, -2.467], [3.075, 0.361, -1.084], [1.758, -1.322, -3.260], [1.687, 0.423, -3.154], [-0.620, -1.046, -3.511], [-1.416, -1.454, -1.965], [-0.101, -2.458, -2.576], [-1.358, 0.891, -2.898], [-2.208, 3.033, -2.101], [-1.327, 4.057, -0.026], [0.440, 2.872, 1.244], [5.451, -0.204, -0.951], [7.176, -0.223, 0.793], [6.948, -1.718, 2.754], [4.961, -3.169, 2.967], [-5.983, 5.798, 0.545], [-5.178, 4.528, 0.546], [-3.979, 4.481, 0.471], [-6.205, 3.069, 0.713], [-4.958, 1.816, 0.675], [-4.933, 0.902, -0.372], [-3.966, -0.086, -0.409], [-3.009, -0.165, 0.604], [-3.051, 0.746, 1.664], [-4.021, 1.728, 1.699], [-1.943, -1.111, 0.529], [-0.934, -1.796, 0.411], [-5.343, 6.625, 0.842], [-6.846, 5.724, 1.206], [-6.348, 5.974, -0.467], [-5.668, 0.973, -1.163], [-3.943, -0.795, -1.226], [-2.313, 0.685, 2.453], [-4.049, 2.437, 2.515], [-0.582, -3.848, 2.790], [0.161, -2.632, 2.863], [-0.799, -4.185, 3.723], [0.004, -4.543, 2.342], [0.940, -2.680, 3.514], [-0.471, -1.888, 3.129]], "de_lowest_kcal_mol": 0.0, "e_lumo_ev": [-2.021, -5.737], "multiplicity": 6, "total_charge": 1, "homo_lumo_gap_ev": [8.471, 5.134]}

***

# 2
{"formula": "C54H114Be2F6N8O14S4", "method": "the ωB97M-V functional and the def2-TZVPD basis", "species": ["Be", "Be", "F", "F", "N", "S", "O", "O", "F", "S", "O", "O", "F", "N", "S", "O", "O", "F", "S", "O", "O", "F", "C", "C", "C", "C", "C", "C", "N", "O", "C", "C", "C", "H", "H", "H", "H", "H", "H", "H", "H", "H", "H", "H", "H", "H", "H", "H", "H", "H", "H", "H", "C", "C", "C", "C", "C", "C", "N", "O", "C", "C", "C", "H", "H", "H", "H", "H", "H", "H", "H", "H", "H", "H", "H", "H", "H", "H", "H", "H", "H", "H", "C", "C", "C", "C", "C", "C", "N", "O", "C", "C", "C", "H", "H", "H", "H", "H", "H", "H", "H", "H", "H", "H", "H", "H", "H", "H", "H", "H", "H", "H", "C", "C", "C", "C", "C", "C", "N", "O", "C", "C", "C", "H", "H", "H", "H", "H", "H", "H", "H", "H", "H", "H", "H", "H", "H", "H", "H", "H", "H", "H", "C", "C", "C", "C", "C", "C", "N", "O", "C", "C", "C", "H", "H", "H", "H", "H", "H", "H", "H", "H", "H", "H", "H", "H", "H", "H", "H", "H", "H", "H", "C", "C", "C", "C", "C", "C", "N", "O", "C", "C", "C", "H", "H", "H", "H", "H", "H", "H", "H", "H", "H", "H", "H", "H", "H", "H", "H", "H", "H", "H"], "positions_angstrom": [[-1.521, 0.688, -1.588], [2.086, -1.235, -2.321], [0.443, 0.488, -3.264], [0.543, -0.295, -0.494], [4.210, -2.412, -2.229], [5.382, -2.432, -0.981], [6.444, -1.431, -1.045], [5.732, -3.691, -0.433], [4.373, -1.826, 0.117], [5.204, -2.860, -3.331], [5.658, -4.264, -3.209], [6.035, -1.967, -4.115], [3.977, -3.077, -4.410], [-3.367, -0.763, -1.860], [-4.471, -1.426, -3.069], [-5.788, -1.789, -2.604], [-3.902, -2.146, -4.146], [-4.771, 0.021, -3.732], [-3.472, -2.009, -0.995], [-2.775, -3.176, -1.574], [-4.500, -2.145, 0.116], [-2.245, -1.383, -0.055], [-6.658, 2.390, 1.103], [-5.384, 3.047, 1.623], [-5.555, 3.773, 2.934], [-5.627, 2.899, 4.258], [-4.384, 1.922, 4.244], [-4.247, 1.145, 2.902], [-4.337, 2.045, 1.741], [-4.076, 1.474, 0.498], [-2.853, 0.509, 2.942], [-5.264, -0.108, 2.980], [-4.830, 4.195, 0.632], [-7.364, 2.077, 1.872], [-6.487, 1.371, 0.755], [-7.217, 2.927, 0.336], [-4.890, 4.623, 3.086], [-6.551, 4.215, 2.911], [-6.579, 2.371, 4.217], [-5.625, 3.478, 5.181], [-4.685, 1.278, 5.070], [-3.491, 2.379, 4.670], [-2.677, 0.111, 3.941], [-2.664, -0.357, 2.308], [-2.024, 1.212, 2.854], [-5.296, -0.755, 2.103], [-5.023, -0.775, 3.808], [-6.306, 0.188, 3.099], [-5.528, 5.033, 0.638], [-4.809, 3.826, -0.394], [-3.827, 4.595, 0.779], [-4.798, 0.841, 0.484], [6.268, 1.567, -3.111], [4.833, 2.123, -3.264], [5.071, 3.595, -3.722], [5.528, 3.807, -5.194], [4.610, 3.094, -6.134], [4.291, 1.553, -5.703], [4.004, 1.371, -4.260], [3.810, 0.076, -3.840], [2.936, 1.318, -6.446], [5.414, 0.547, -6.215], [4.230, 2.079, -1.847], [6.665, 1.984, -2.186], [6.998, 1.731, -3.904], [6.332, 0.484, -3.008], [4.490, 4.477, -3.452], [6.010, 3.845, -3.227], [6.492, 3.320, -5.345], [5.590, 4.869, -5.432], [5.054, 3.166, -7.127], [3.684, 3.651, -6.271], [2.866, 1.788, -7.427], [2.871, 0.248, -6.643], [2.132, 1.679, -5.805], [5.063, -0.468, -6.023], [5.398, 0.511, -7.304], [6.366, 0.399, -5.705], [4.851, 2.719, -1.220], [4.234, 1.126, -1.318], [3.319, 2.666, -1.960], [4.739, -0.154, -3.921], [-1.235, 1.858, 6.485], [0.286, 1.838, 6.679], [0.763, 0.459, 6.155], [0.766, 0.500, 4.664], [1.572, 1.667, 3.927], [1.134, 3.108, 4.499], [0.969, 3.010, 6.011], [0.590, 4.218, 6.491], [2.354, 3.988, 4.185], [-0.124, 3.546, 3.855], [0.489, 1.805, 8.133], [-1.730, 1.106, 7.099], [-1.517, 1.618, 5.460], [-1.639, 2.823, 6.791], [1.755, 0.257, 6.558], [0.123, -0.373, 6.450], [-0.257, 0.390, 4.303], [1.039, -0.511, 4.365], [1.270, 1.571, 2.884], [2.661, 1.664, 3.981], [2.362, 4.015, 3.096], [2.255, 5.022, 4.515], [3.308, 3.618, 4.561], [-0.864, 2.748, 3.912], [-0.532, 4.445, 4.317], [0.026, 3.876, 2.826], [0.127, 0.893, 8.607], [-0.091, 2.593, 8.613], [1.521, 1.926, 8.465], [1.402, 4.709, 6.635], [-2.474, -3.786, 2.047], [-1.552, -3.982, 3.193], [-2.315, -4.023, 4.523], [-1.333, -4.159, 5.796], [-0.372, -5.395, 5.572], [0.209, -5.669, 4.167], [-0.672, -5.307, 3.034], [-0.063, -5.518, 1.874], [1.627, -4.991, 4.093], [0.381, -7.208, 4.080], [-0.621, -2.675, 3.195], [-1.891, -3.861, 1.129], [-3.001, -2.839, 2.168], [-3.111, -4.666, 2.140], [-2.854, -3.085, 4.651], [-3.089, -4.779, 4.653], [-2.013, -4.232, 6.645], [-0.740, -3.274, 6.026], [-1.080, -6.146, 5.923], [0.355, -5.407, 6.384], [1.580, -3.922, 3.887], [2.252, -5.233, 4.953], [2.198, -5.370, 3.246], [1.163, -7.352, 3.334], [0.595, -7.768, 4.990], [-0.597, -7.651, 3.894], [-1.313, -1.839, 3.296], [0.043, -2.667, 2.330], [-0.036, -2.593, 4.111], [-0.278, -6.442, 1.723], [-0.220, -5.642, -1.667], [0.919, -4.699, -1.973], [2.052, -5.592, -2.450], [1.751, -6.189, -3.863], [1.558, -5.054, -4.891], [0.512, -3.886, -4.404], [0.640, -3.623, -2.979], [-0.240, -2.661, -2.547], [0.795, -2.728, -5.274], [-0.944, -4.481, -4.749], [1.448, -3.949, -0.660], [-1.017, -5.040, -1.232], [0.148, -6.287, -0.869], [-0.567, -6.209, -2.531], [2.965, -5.003, -2.540], [2.258, -6.402, -1.751], [0.929, -6.894, -3.737], [2.574, -6.846, -4.145], [1.158, -5.627, -5.728], [2.554, -4.747, -5.209], [1.822, -2.385, -5.398], [0.544, -3.075, -6.276], [0.191, -1.856, -5.025], [-1.125, -5.532, -4.975], [-1.559, -4.327, -3.863], [-1.545, -3.958, -5.492], [2.376, -3.396, -0.809], [1.657, -4.708, 0.093], [0.699, -3.246, -0.294], [-1.130, -2.976, -2.723], [-0.646, 3.396, 0.088], [-0.869, 4.282, -1.147], [0.560, 4.596, -1.577], [0.818, 5.093, -2.984], [0.072, 4.121, -3.996], [-1.446, 3.931, -3.725], [-1.632, 3.564, -2.212], [-2.899, 3.183, -1.877], [-2.194, 5.183, -4.123], [-1.853, 2.721, -4.680], [-1.426, 5.682, -0.807], [-0.015, 2.518, -0.050], [-1.512, 2.760, 0.267], [-0.494, 3.922, 1.031], [1.061, 5.261, -0.874], [1.142, 3.674, -1.550], [1.899, 5.197, -3.068], [0.395, 6.094, -3.067], [0.576, 3.155, -4.017], [0.095, 4.445, -5.037], [-1.857, 6.147, -3.741], [-2.148, 5.304, -5.205], [-3.212, 4.914, -3.840], [-2.828, 2.736, -5.168], [-1.223, 2.732, -5.569], [-1.766, 1.721, -4.254], [-1.748, 6.323, -1.627], [-0.589, 6.077, -0.230], [-2.301, 5.719, -0.158], [-3.304, 4.044, -1.752]], "e_lumo_ev": -3.276, "total_charge": 0, "homo_lumo_gap_ev": 4.565}

***

# 3
{"formula": "C49H36Br4ClHfN4O5Te", "method": "the ωB97M-V functional and the def2-TZVPD basis", "species": ["Hf", "C", "C", "N", "N", "C", "O", "C", "C", "C", "C", "C", "C", "C", "C", "C", "C", "C", "N", "H", "H", "H", "H", "H", "H", "H", "H", "H", "H", "H", "H", "C", "C", "C", "C", "C", "O", "C", "C", "C", "C", "C", "C", "C", "O", "C", "C", "C", "N", "C", "C", "Te", "C", "C", "C", "C", "C", "C", "C", "C", "C", "C", "C", "C", "H", "H", "H", "H", "H", "H", "H", "H", "H", "H", "H", "H", "H", "H", "H", "H", "H", "H", "H", "H", "H", "H", "H", "H", "Br", "C", "C", "Br", "C", "Br", "C", "O", "C", "O", "C", "Br", "Cl"], "positions_angstrom": [[-2.503, -0.593, 0.003], [-2.384, 1.623, -4.134], [-2.594, 0.646, -3.024], [-2.625, 0.946, -1.782], [-2.433, 2.259, -1.408], [-2.781, 2.365, -0.141], [-3.301, 1.445, 0.562], [-2.439, 3.646, 0.549], [-2.038, 4.780, -0.149], [-1.654, 5.920, 0.538], [-1.666, 5.937, 1.925], [-2.064, 4.806, 2.628], [-2.451, 3.664, 1.943], [-2.807, -0.788, -3.317], [-2.643, -1.335, -4.582], [-2.886, -2.692, -4.751], [-3.338, -3.436, -3.680], [-3.475, -2.809, -2.447], [-3.183, -1.530, -2.266], [-2.439, 2.639, -3.755], [-1.400, 1.466, -4.590], [-3.128, 1.474, -4.918], [-2.016, 4.747, -1.230], [-1.340, 6.800, -0.010], [-1.364, 6.831, 2.457], [-2.072, 4.814, 3.711], [-2.756, 2.765, 2.459], [-2.301, -0.724, -5.405], [-2.722, -3.157, -5.715], [-3.542, -4.494, -3.768], [-3.801, -3.345, -1.564], [3.627, -1.228, 3.543], [2.383, -0.750, 2.848], [1.150, -1.314, 3.089], [-0.022, -0.849, 2.458], [-1.330, -1.356, 2.821], [-2.381, -1.052, 2.227], [-1.508, -2.328, 3.940], [-1.018, -2.127, 5.224], [-1.276, -3.064, 6.213], [-1.998, -4.210, 5.910], [-2.479, -4.414, 4.624], [-2.253, -3.468, 3.638], [0.068, 0.186, 1.484], [-0.967, 0.654, 0.898], [1.351, 0.733, 1.210], [2.450, 0.293, 1.909], [1.498, 1.749, 0.137], [1.085, 1.488, -1.032], [1.147, 2.405, -2.160], [1.811, 1.636, -3.287], [0.865, -0.376, -3.011], [2.599, -1.041, -1.993], [2.497, -1.726, -0.791], [3.649, -2.202, -0.183], [4.890, -2.002, -0.768], [4.985, -1.318, -1.970], [3.838, -0.834, -2.585], [2.129, 3.045, 0.522], [3.398, 3.379, 0.060], [3.971, 4.590, 0.419], [3.272, 5.476, 1.227], [2.003, 5.147, 1.681], [1.435, 3.929, 1.341], [3.420, -2.118, 4.139], [4.036, -0.467, 4.212], [4.412, -1.481, 2.826], [1.071, -2.137, 3.787], [-0.450, -1.233, 5.452], [-0.914, -2.902, 7.220], [-2.190, -4.945, 6.681], [-3.039, -5.309, 4.388], [-2.627, -3.595, 2.629], [3.417, 0.739, 1.692], [1.625, 3.363, -1.932], [0.098, 2.609, -2.409], [2.894, 1.601, -3.173], [1.551, 2.001, -4.280], [1.535, -1.886, -0.329], [3.567, -2.739, 0.753], [5.783, -2.387, -0.292], [5.949, -1.175, -2.443], [3.913, -0.331, -3.542], [3.930, 2.686, -0.581], [4.962, 4.843, 0.062], [3.716, 6.425, 1.500], [1.446, 5.841, 2.298], [0.439, 3.673, 1.686], [1.237, -4.527, -4.417], [0.180, -4.010, -2.908], [-0.534, -4.972, -2.199], [-0.515, -6.797, -2.717], [-1.315, -4.591, -1.095], [-2.421, -5.802, -0.145], [-1.366, -3.260, -0.693], [-2.146, -2.726, 0.227], [-0.587, -2.358, -1.437], [-0.673, -1.090, -0.986], [0.158, -2.667, -2.552], [1.615, -0.883, -5.438], [-4.893, -1.114, 0.235]], "de_lowest_kcal_mol": 44.9, "e_lumo_ev": 1.926, "total_charge": -1, "homo_lumo_gap_ev": 6.762}

***

Repeat the first record exactly.
{"formula": "C26H29IrN4OS3", "method": "the ωB97M-V functional and the def2-TZVPD basis", "species": ["Ir", "C", "N", "C", "C", "N", "C", "C", "C", "C", "C", "C", "C", "S", "C", "C", "C", "C", "C", "C", "S", "H", "H", "H", "H", "H", "H", "H", "H", "H", "H", "H", "H", "H", "H", "H", "H", "H", "H", "C", "C", "O", "S", "C", "C", "C", "C", "C", "C", "C", "C", "H", "H", "H", "H", "H", "H", "H", "N", "N", "H", "H", "H", "H"], "positions_angstrom": [[1.050, -1.995, 0.546], [3.353, -2.904, -1.825], [3.163, -1.720, -0.965], [3.029, -0.496, -1.757], [1.744, -0.493, -2.555], [0.515, -0.648, -1.742], [-0.470, -1.436, -2.499], [0.003, 0.602, -1.273], [-0.963, 1.299, -1.979], [-1.443, 2.524, -1.530], [-0.940, 3.111, -0.374], [0.034, 2.448, 0.335], [0.487, 1.169, -0.063], [1.501, 0.358, 1.046], [4.213, -1.662, 0.024], [5.330, -0.850, -0.094], [6.311, -0.865, 0.892], [6.186, -1.702, 1.987], [5.072, -2.520, 2.109], [4.084, -2.498, 1.136], [2.634, -3.501, 1.328], [3.598, -3.763, -1.206], [4.164, -2.732, -2.540], [2.435, -3.133, -2.363], [3.860, -0.392, -2.467], [3.075, 0.361, -1.084], [1.758, -1.322, -3.260], [1.687, 0.423, -3.154], [-0.620, -1.046, -3.511], [-1.416, -1.454, -1.965], [-0.101, -2.458, -2.576], [-1.358, 0.891, -2.898], [-2.208, 3.033, -2.101], [-1.327, 4.057, -0.026], [0.440, 2.872, 1.244], [5.451, -0.204, -0.951], [7.176, -0.223, 0.793], [6.948, -1.718, 2.754], [4.961, -3.169, 2.967], [-5.983, 5.798, 0.545], [-5.178, 4.528, 0.546], [-3.979, 4.481, 0.471], [-6.205, 3.069, 0.713], [-4.958, 1.816, 0.675], [-4.933, 0.902, -0.372], [-3.966, -0.086, -0.409], [-3.009, -0.165, 0.604], [-3.051, 0.746, 1.664], [-4.021, 1.728, 1.699], [-1.943, -1.111, 0.529], [-0.934, -1.796, 0.411], [-5.343, 6.625, 0.842], [-6.846, 5.724, 1.206], [-6.348, 5.974, -0.467], [-5.668, 0.973, -1.163], [-3.943, -0.795, -1.226], [-2.313, 0.685, 2.453], [-4.049, 2.437, 2.515], [-0.582, -3.848, 2.790], [0.161, -2.632, 2.863], [-0.799, -4.185, 3.723], [0.004, -4.543, 2.342], [0.940, -2.680, 3.514], [-0.471, -1.888, 3.129]], "de_lowest_kcal_mol": 0.0, "e_lumo_ev": [-2.021, -5.737], "multiplicity": 6, "total_charge": 1, "homo_lumo_gap_ev": [8.471, 5.134]}